(1)
C5H8N2S | the ωB97M-V functional and the def2-TZVPD basis

```
! RIJCOSX wB97M-V def2-TZVPD def2/J DEFGRID3
* xyz 0 1
C 2.55026 1.03964 -0.62211
C 2.04319 -0.12060 -0.11466
C 2.87993 -0.95358 0.68993
N 0.73589 -0.55563 -0.49646
C -0.31583 0.02073 -0.09304
N -0.38237 1.18117 0.60536
C -1.61541 -0.61975 -0.47923
S -3.05279 -0.06970 0.09008
H 3.55199 1.24119 -0.60902
H 1.98672 1.67318 -1.40821
H 2.52449 -1.31459 1.55966
H 3.77289 -0.38951 0.90500
H 3.28495 -1.81703 -0.00580
H 0.63087 1.43265 0.70279
H -1.15767 1.23421 1.52176
H -1.47705 -1.52233 -1.15497
*
```

Results
Structure (SMILES): C=C(C)/N=C(\N)C=S
Energy relative to the best compared isomer or geometry (same formula, charge and spin), kcal/mol: 67.6
Orbital gap, Ha: 0.2933
Energy, eV: -19127.4891
LUMO, eV: -0.938

---

(2)
C30H33N5O6 | the ωB97M-V functional and the def2-TZVPD basis

```
! RIJCOSX wB97M-V def2-TZVPD def2/J DEFGRID3
* xyz 0 1
C -3.26667 1.09051 -7.55041
O -2.03319 1.21022 -6.88853
C -0.87680 0.93258 -7.58030
C -0.87517 0.45950 -8.88391
C 0.30705 0.14442 -9.53320
C 1.51056 0.31371 -8.87860
C 1.52242 0.80571 -7.58802
C 0.34822 1.12178 -6.90319
N 0.46522 1.63347 -5.61375
C 1.27288 0.94833 -4.63457
C 0.37804 0.16506 -3.65450
N -0.56396 1.06638 -3.03763
C -0.61498 1.39001 -1.73423
O -1.41743 2.17630 -1.26441
C 0.39043 0.71359 -0.83981
C -0.01522 -0.30781 0.01132
C 0.87295 -0.87433 0.91936
C 0.43209 -2.06225 1.72703
O 0.07244 -3.07964 1.16100
N 0.50829 -1.94798 3.06727
C 0.68681 -0.71797 3.80426
C -0.61289 -0.37863 4.55866
N -1.00039 -1.45855 5.43598
C -0.52835 -1.49473 6.74891
C 0.05132 -2.63243 7.30484
C 0.45031 -2.67682 8.63034
C 0.28887 -1.56979 9.43463
C -0.29621 -0.42534 8.91311
C -0.71934 -0.37657 7.59602
O -1.34642 0.71502 7.04732
C -1.66802 1.79994 7.88132
C -1.16391 -2.68214 4.68609
C 0.10366 -3.06060 3.90387
C 2.18573 -0.42553 0.96875
C 2.58128 0.59754 0.11793
N 3.94573 1.06642 0.16430
O 4.63852 0.68603 1.08274
O 4.31219 1.81018 -0.71961
C 1.69646 1.17751 -0.78168
C -1.40314 1.75305 -3.99818
C -0.50953 2.50017 -4.99834
H -4.01756 1.39772 -6.82310
H -3.32282 1.74689 -8.42462
H -3.46433 0.05796 -7.85702
H -1.80724 0.31129 -9.40559
H 0.27621 -0.23021 -10.54455
H 2.44109 0.07949 -9.37254
H 2.46790 0.97097 -7.09432
H 1.95484 0.25524 -5.12444
H 1.85985 1.68546 -4.07213
H 0.98143 -0.33538 -2.89704
H -0.18301 -0.59124 -4.21680
H -1.03077 -0.67114 -0.03422
H 0.94305 0.09691 3.12827
H 1.49981 -0.85573 4.52715
H -0.47834 0.53640 5.12861
H -1.41568 -0.22319 3.82919
H 0.19967 -3.51226 6.69964
H 0.89509 -3.57896 9.02212
H 0.60383 -1.58535 10.46645
H -0.43395 0.42704 9.55890
H -2.21398 2.49959 7.24975
H -0.77089 2.29263 8.27138
H -2.30653 1.49233 8.71522
H -1.46394 -3.49143 5.35089
H -1.97332 -2.51525 3.96561
H -0.08281 -3.91762 3.25492
H 0.92536 -3.29009 4.58966
H 2.90588 -0.86308 1.64392
H 2.03814 1.98059 -1.41715
H -2.04320 2.44742 -3.45305
H -2.01725 1.02130 -4.52962
H -1.11798 2.97575 -5.76295
H 0.04160 3.27959 -4.45473
*
```

Results
Structure (SMILES): COc1ccccc1N1CCN(C(=O)c2cc(C(=O)N3CCN(c4ccccc4OC)CC3)cc([N+](=O)[O-])c2)CC1
Energy relative to the best compared isomer or geometry (same formula, charge and spin), kcal/mol: 70.5
Orbital gap, Ha: 0.2576
Energy, eV: -51378.1305
LUMO, eV: -0.661

---

(3)
CH2N5 | the ωB97M-V functional and the def2-TZVPD basis

```
! RIJCOSX wB97M-V def2-TZVPD def2/J DEFGRID3
* xyz 1 1
C 2.07475 -0.29430 -0.10408
N 3.16802 -0.58140 0.08816
N -0.22822 -0.65502 -0.00037
N -1.74084 0.87812 0.08654
N 0.73927 -0.02728 0.00375
N -1.17531 1.84101 0.07332
H -0.12917 -1.69978 -0.06406
H -2.70852 0.53865 -0.08326
*
```

Results
Energy relative to the best compared isomer or geometry (same formula, charge and spin), kcal/mol: 30.8
Orbital gap (alpha / beta), Ha: 0.3224 / 0.3224
Energy, eV: -8506.6664
LUMO (alpha / beta), eV: -6.643 / -6.643

---

(4)
HN3O3 | the ωB97M-V functional and the def2-TZVPD basis

```
! RIJCOSX wB97M-V def2-TZVPD def2/J DEFGRID3
* xyz 0 1
O 0.44152 -0.19465 2.26126
N 0.88397 -0.19090 1.13717
O 1.77646 -0.88376 0.73437
O 0.40554 0.69274 0.27846
H 0.93856 0.67718 -0.48555
N 3.83411 0.77829 -0.46181
N 2.74771 0.71383 -0.19545
*
```

Results
Structure (SMILES): O=[N+]([O-])O.N#N
Energy relative to the best compared isomer or geometry (same formula, charge and spin), kcal/mol: 26.4
Orbital gap, Ha: 0.4316
Energy, eV: -10624.7791
LUMO, eV: 0.245

---

(5)
C20H31BFeN7O2 | the ωB97M-V functional and the def2-TZVPD basis

```
! RIJCOSX wB97M-V def2-TZVPD def2/J DEFGRID3
* xyz 2 6
Fe 0.15736 -0.22821 0.34481
C 3.66953 -0.32327 0.71125
C 3.08040 -0.31292 -0.65712
C 3.70855 -0.28728 -1.88599
C 2.69545 -0.28262 -2.84865
C 2.83257 -0.26214 -4.33062
N 1.52535 -0.30563 -2.20799
N 1.74263 -0.32936 -0.86715
B 0.07950 -0.29901 -2.74718
N -0.63490 -1.52619 -2.16028
N -0.71936 -1.68353 -0.81088
C -1.38379 -2.82583 -0.56619
C -1.65799 -3.30471 0.81917
C -1.72766 -3.40724 -1.77897
C -1.23942 -2.56026 -2.76618
C -1.33266 -2.71106 -4.24485
N -0.62286 0.95556 -2.19042
N -0.73548 1.12460 -0.84901
C -1.40001 2.27231 -0.62135
C -1.69432 2.74610 0.76142
C -1.71739 2.84389 -1.84264
C -1.21147 1.98369 -2.81572
C -1.28660 2.12207 -4.29604
H 4.75424 -0.33555 0.64917
H 3.36296 0.56237 1.26660
H 3.34626 -1.20587 1.26785
H 4.76870 -0.27318 -2.07305
H 3.88553 -0.25597 -4.59852
H 2.36388 -1.13700 -4.78134
H 2.36093 0.62237 -4.75915
H 0.06845 -0.30428 -3.93497
H -1.24749 -2.61909 1.55925
H -2.73139 -3.39862 0.98195
H -1.21981 -4.29052 0.97260
H -2.26409 -4.32831 -1.93036
H -1.86628 -3.62676 -4.48460
H -1.86489 -1.87270 -4.69454
H -0.34307 -2.75839 -4.69958
H -1.31637 2.03649 1.49997
H -1.22681 3.71409 0.94025
H -2.76777 2.86599 0.90344
H -2.24632 3.76600 -2.01346
H -1.81365 3.03828 -4.54814
H -0.29281 2.16092 -4.74208
H -1.81768 1.28211 -4.74394
O 1.06660 0.97264 1.94295
C 0.54208 0.25900 2.81251
O -0.11966 -0.76905 2.50187
C 0.66516 0.63304 4.27755
N -0.12813 -0.37990 5.08254
C -1.37067 0.33156 5.55729
C -0.85287 1.73353 5.82061
C 0.02151 2.00276 4.59213
H 1.71412 0.59753 4.56569
H 0.40455 -0.72543 5.87979
H -0.34667 -1.14773 4.43670
H -1.79947 -0.17598 6.41686
H -2.08748 0.32489 4.73726
H -0.25469 1.74945 6.73433
H -1.65493 2.45757 5.93879
H 0.77309 2.76763 4.76506
H -0.59253 2.32712 3.75125
*
```

Results
Orbital gap (alpha / beta), Ha: 0.3434 / 0.2354
<S²>: 8.761
Energy, eV: -70822.8462
LUMO (alpha / beta), eV: -5.056 / -7.840

---

(6)
C19H13BrF5IN4NaO4S | the ωB97M-V functional and the def2-TZVPD basis

```
! RIJCOSX wB97M-V def2-TZVPD def2/J DEFGRID3
* xyz -1 1
Na 0.75428 0.55372 -0.40480
N -0.23367 -0.97093 2.75578
C 0.22334 0.09856 3.48289
C -0.18623 1.20187 2.80260
N -0.86357 0.83569 1.65155
C -0.85208 -0.47902 1.65725
C -1.40002 -1.32404 0.58508
N -2.32915 -0.94791 -0.25619
C -2.49518 -2.02069 -1.10503
C -1.65408 -3.03683 -0.76218
N -0.96255 -2.58626 0.33617
H 0.06555 -1.92279 2.88111
H 0.79630 -0.02442 4.38514
H -0.04216 2.23786 3.06324
H -3.19078 -1.98385 -1.92787
H -1.46530 -4.00209 -1.19953
H -0.13907 -3.01422 0.73261
C 2.73721 0.36049 -3.79106
S 1.23518 0.71288 -2.96651
O 0.32494 1.20767 -3.98446
O 1.57224 1.71551 -1.94144
O 0.80463 -0.54026 -2.32686
H 3.13833 1.29832 -4.17254
H 2.52086 -0.32444 -4.61008
H 3.42932 -0.08842 -3.07752
F 5.96242 -4.24985 -0.05008
C 4.95258 -3.38120 0.16100
C 5.06482 -2.05325 -0.21541
F 6.20377 -1.63536 -0.79632
C 4.03493 -1.16106 -0.00653
F 4.21281 0.11135 -0.40432
C 2.80121 -1.52312 0.59481
O 1.83371 -0.71111 0.79029
C 2.75453 -2.88297 0.96021
F 1.61914 -3.35510 1.57016
C 3.77835 -3.78670 0.75452
F 3.63393 -5.07018 1.13672
Br -3.02459 5.76243 -1.75400
C -3.63313 4.44251 -0.52297
C -4.59946 4.84920 0.39081
C -5.09779 3.94770 1.31783
C -4.62993 2.64104 1.32841
C -3.66531 2.23777 0.41822
C -3.15575 3.13621 -0.51620
I -1.72618 2.43708 -1.82445
H -4.95140 5.87163 0.36812
H -5.85070 4.26983 2.02681
H -5.01266 1.92762 2.04774
H -3.29365 1.21916 0.41726
*
```

Results
Energy relative to the best compared isomer or geometry (same formula, charge and spin), kcal/mol: 21.0
Orbital gap, Ha: 0.2650
Energy, eV: -141050.8318
LUMO, eV: 2.059

---

(7)
C4H12 | the ωB97M-V functional and the def2-TZVPD basis

```
! RIJCOSX wB97M-V def2-TZVPD def2/J DEFGRID3
* xyz 0 1
C 1.46523 -2.66190 0.34613
C 0.46041 -1.54737 0.09572
H 1.29304 -3.58727 -0.22094
H 2.46987 -2.33928 0.07315
H 1.53874 -2.88360 1.41457
H 0.95944 -0.57985 0.03702
H -0.29321 -1.41806 0.86425
H -0.12231 -1.58651 -0.83108
C -1.59536 2.22070 0.19826
C -0.31393 2.02842 -0.63596
H -1.43167 2.76940 1.11642
H -2.32778 2.82139 -0.35634
H -2.07522 1.26707 0.38205
H -0.16409 2.88586 -1.29826
H 0.55168 1.87512 -0.00908
H -0.43869 1.21541 -1.34440
*
```

Results
Structure (SMILES): CC.CC
Energy relative to the best compared isomer or geometry (same formula, charge and spin), kcal/mol: 5.7
Orbital gap, Ha: 0.4697
Energy, eV: -4342.2801
LUMO, eV: 1.172

---

(8)
C23H44Cl3N4O3SSiV | the ωB97M-V functional and the def2-TZVPD basis

```
! RIJCOSX wB97M-V def2-TZVPD def2/J DEFGRID3
* xyz 0 3
C 3.10423 4.26135 2.09389
C 1.71502 3.63239 2.03146
H 2.99223 5.34157 2.24076
H 3.68751 4.08789 1.18603
H 3.67802 3.86005 2.93908
C 0.57586 4.38489 2.34598
C 0.65288 5.79350 2.79478
H -0.38400 3.93006 2.30175
H 0.83228 6.53064 1.98852
H 1.48484 5.90196 3.51022
H -0.24915 6.10731 3.34468
V 0.17984 -1.88125 -1.09055
Cl 1.69502 -2.86274 0.19072
Cl 0.35882 -1.67383 -3.26533
H -1.20150 -5.83814 -4.09964
H 2.10983 -6.80621 -3.92263
C -0.43261 -5.09602 -4.35234
C 1.96150 -5.71202 -4.02327
N 0.69830 -5.24832 -3.46545
H -0.86375 -4.09077 -4.26083
C 0.56037 -4.94258 -2.17325
O -0.49450 -4.48190 -1.67928
H 2.79351 -5.21713 -3.50355
H 1.47503 -5.07990 -1.59948
H -0.07336 -5.25861 -5.37210
H 1.99506 -5.47218 -5.10005
H -0.45059 3.91346 -1.38364
H -2.38453 4.30387 0.65380
C -1.46210 3.85805 -1.81288
C -3.04864 3.63439 0.08825
N -2.32479 3.02081 -1.00891
H -1.38977 3.48023 -2.83835
C -2.51265 1.71325 -1.37061
O -1.74092 1.06930 -2.05124
H -3.42631 2.84202 0.73169
H -3.44291 1.24010 -0.98124
H -1.86814 4.87518 -1.81505
H -3.89430 4.24558 -0.24412
O 1.64326 2.65595 0.74283
C 1.66960 2.07259 2.01793
C -0.80429 1.66570 1.93620
C 0.46394 1.30381 2.41774
H -0.88097 2.30414 1.05616
C -1.93739 1.19563 2.58709
H 2.64460 1.59844 2.28441
C 0.56358 0.17309 3.25855
H -2.89498 1.65580 2.38415
C -1.83174 0.21856 3.57277
C -0.59392 -0.36630 3.82709
H 1.55212 -0.22096 3.48198
H -2.74262 -0.07228 4.12295
H -0.52460 -1.22532 4.49618
Si 2.34130 1.75067 -1.31221
Cl 0.47702 0.04916 -0.23211
C 1.35697 2.25767 -2.77552
C 3.34232 0.14199 -1.76825
C 3.79291 2.75030 -0.76422
H 0.28852 2.36278 -2.61516
H 1.45151 1.50711 -3.56521
H 1.75908 3.19879 -3.16879
H 3.44935 3.78070 -0.61900
H 4.55904 2.73049 -1.54077
H 4.20005 2.30566 0.15581
H 3.68090 -0.43121 -0.86949
H 4.25182 0.50319 -2.31568
H 2.77284 -0.54343 -2.43841
C -3.17413 -5.32678 0.27250
N -3.32805 -3.88728 0.43907
C -2.24685 -3.15798 0.77864
S -1.97651 -1.72298 -0.13960
N -1.48538 -3.54312 1.82075
C -2.10459 -4.05544 3.04537
H -2.74060 -5.71404 1.19693
H -2.48867 -5.52267 -0.56123
H -4.17036 -5.73117 0.08285
H -3.90196 -3.43094 -0.27700
H -0.57401 -3.08009 1.90379
H -1.48068 -4.87836 3.41958
H -2.15673 -3.27146 3.81397
H -3.12731 -4.36664 2.81953
*
```

Results
Energy relative to the best compared isomer or geometry (same formula, charge and spin), kcal/mol: 86.2
Orbital gap (alpha / beta), Ha: 0.1694 / 0.1825
<S²>: 2.015
Energy, eV: -118635.4850
LUMO (alpha / beta), eV: -0.431 / -0.067

---

> What is the formula in the seventh record?

C4H12

---

> Number 2 is which compound?

C30H33N5O6

---

> Which value of energy does entry 6 give?

-141050.8318 eV

---

> Which of these has the lowest energy?

C19H13BrF5IN4NaO4S